(1)
DFT (ωB97M-V with the def2-TZVPD basis set) results for C5H13ClNPS in the gas phase.

Structure (XYZ):
```
22
Properties=species:S:1:pos:R:3:forces:R:3:nbo_charge:R:1
C -1.829 0.358 0.236 1.02 -3.07 2.70 -0.6177
C 1.578 -0.398 1.202 1.63 1.41 0.70 -0.4260
P 0.511 -0.111 -1.170 -0.58 0.85 0.11 1.4216
C -1.079 -0.806 -0.407 1.81 -0.29 -2.12 -0.5028
H -0.580 -1.543 0.235 -0.85 0.39 0.55 0.2230
C -1.786 -1.693 -1.515 1.40 -1.39 2.42 -0.6210
H 3.306 1.171 -0.433 -0.96 -0.09 0.38 0.1950
H -1.233 0.826 1.059 -0.56 -0.43 -0.67 0.2271
C 2.301 1.516 -0.071 0.46 2.72 -0.15 -0.4431
N 1.264 0.576 0.176 -0.32 -1.60 -0.84 -0.7859
H 1.622 0.290 2.120 0.55 -1.86 -0.73 0.2170
H -2.768 -2.013 -1.153 -0.12 0.47 -0.34 0.2195
H 2.420 2.258 0.763 0.16 -1.23 -0.01 0.2044
H -2.710 -0.147 0.642 -0.24 0.68 0.19 0.2163
Cl 1.536 -1.873 -1.543 0.10 -0.02 -0.12 -0.3142
H 1.851 2.213 -0.784 0.62 -0.23 -0.48 0.2418
S 0.527 1.128 -2.663 -0.52 -0.69 0.16 -0.5292
H -2.066 1.057 -0.460 -0.90 2.14 -2.08 0.2235
H 0.831 -1.131 1.271 -1.20 -0.61 0.61 0.1976
H 2.472 -1.019 0.876 -0.36 1.10 1.05 0.2014
H -1.189 -2.676 -1.507 -0.80 1.50 -0.52 0.2224
H -1.764 -1.229 -2.471 -0.34 0.25 -0.79 0.2294
```
Forces are in eV/Å.

Its LUMO energy is 0.66 eV. For the relative energy (zero: lowest compared OMol25 entry of this formula, charge and spin), the calculation gives 10.9 kJ/mol. The calculation puts the energy at -1452.821014 Eh. Its gap between HOMO and LUMO is 9.60 eV. Its structure (SMILES) is CC(C)[P@](=S)(Cl)N(C)C. As for the HOMO energy: -8.939 eV.

***

(2)
DFT (ωB97M-V with the def2-TZVPD basis set) results for an isolated ion of composition C6H17N2 and charge +1.

Structure (XYZ):
```
25
Properties=species:S:1:pos:R:3:forces:R:3:nbo_charge:R:1
C 1.854 -1.060 -1.344 -0.67 -0.40 -1.80 -0.6340
H 1.485 -1.920 0.996 -1.32 0.25 1.06 0.2211
H -0.727 1.816 2.199 -1.37 -0.24 -1.56 0.2642
C -1.627 -0.328 -0.222 -0.74 0.81 1.39 -0.4541
H -2.246 0.245 -0.919 0.01 -0.66 -0.72 0.1747
C 0.438 0.694 0.679 0.47 -0.27 0.63 -0.2332
H 2.218 -0.062 -1.078 0.15 -0.41 -0.15 0.2063
H 1.758 -1.152 -2.453 0.16 0.70 0.65 0.2295
C -0.365 1.928 1.142 2.17 -0.16 1.88 -0.2771
H -0.399 -2.506 0.818 0.66 -0.05 1.06 0.2168
H 0.607 0.051 1.555 -0.28 0.21 0.20 0.2108
H -0.133 -1.920 -1.519 -0.02 1.18 0.38 0.2159
C 0.449 -1.343 -0.762 2.00 -0.78 0.08 -0.0373
N -0.178 -0.033 -0.400 -1.82 -1.05 -0.70 -0.4853
H 1.460 1.032 0.437 -0.52 -0.18 -0.45 0.2172
H 2.586 -1.844 -1.156 0.00 0.17 0.64 0.2259
H -1.849 3.235 0.527 -0.24 -0.03 -0.32 0.4539
C 0.606 -2.305 0.440 1.27 0.13 -1.09 -0.6679
H -2.152 -0.052 0.734 1.17 0.02 -0.07 0.1969
H 1.126 -3.248 0.166 -1.03 0.24 -0.55 0.2432
N -1.198 2.577 0.102 -0.15 -0.63 -0.77 -0.6771
H 0.393 2.653 1.422 0.23 0.46 -0.50 0.2378
H -1.651 1.885 -0.529 -0.30 0.14 0.94 0.4642
H -1.832 -1.395 -0.235 -0.12 0.10 -0.66 0.2398
H -0.620 3.052 -0.596 0.30 0.42 0.44 0.4478
```
Forces are in eV/Å.

Its LUMO energy is -3.56 eV. For the relative energy (zero: lowest compared OMol25 entry of this formula, charge and spin), the calculation gives 237.6 kJ/mol. As for the charge: +1. The calculation puts the energy at -348.000366 Eh. Its gap between HOMO and LUMO is 8.95 eV. Its structure (SMILES) is CC(C)N(C)CC[NH3+]. As for the HOMO energy: -12.507 eV.

***

(3)
DFT (ωB97M-V with the def2-TZVPD basis set) results for C25H37NOP2Sn as an isolated structure.

Structure (XYZ):
```
67
Properties=species:S:1:pos:R:3:forces:R:3:nbo_charge:R:1
C -1.144 -1.267 -3.063 -0.99 -1.21 -0.85 0.1784
H 3.400 -3.107 -0.706 0.02 -0.07 0.13 0.2150
C 3.127 -1.781 3.716 -0.24 0.36 0.48 -0.1783
C -2.177 -1.006 -4.051 0.31 -0.40 -0.03 -0.3093
C 2.485 -0.984 4.653 0.46 -0.56 -0.27 -0.2176
C -0.444 -2.528 -3.217 -0.31 0.75 0.12 -0.3101
C 2.725 -1.763 2.357 -0.63 0.44 -0.17 -0.0828
H -1.766 4.299 0.601 0.22 -0.13 0.12 0.2281
H -4.826 -0.432 1.370 0.20 0.20 -0.19 0.2381
C 1.634 -0.897 1.952 0.70 -0.47 0.18 -0.0071
C -2.775 -2.408 0.040 -0.05 -0.02 0.08 -0.9445
N -0.945 -0.337 -2.157 0.99 2.45 3.31 -1.1697
C 2.832 2.079 -0.570 0.18 0.20 -0.19 -0.9603
H 2.940 1.289 -3.491 -0.15 -0.17 0.05 0.2241
H -2.760 -0.091 -3.928 0.21 -0.21 0.00 0.1981
H 1.257 2.525 2.544 -0.14 -0.05 -0.08 0.2209
P -2.481 -0.810 0.872 0.00 0.09 -0.06 0.9953
C -1.652 -3.034 -5.263 -0.04 -0.08 -0.25 -0.3337
H 2.416 -0.244 -2.713 -0.11 0.31 -0.08 0.2514
H 3.581 2.649 -1.139 -0.07 -0.14 0.28 0.2280
H -2.797 3.708 1.899 -0.01 0.08 -0.10 0.2020
H 0.142 3.175 -3.101 0.26 0.03 0.26 0.2583
C 2.089 0.748 -3.052 0.04 0.18 -0.04 -0.9468
H -1.553 4.896 2.253 0.04 -0.06 0.05 0.2061
C -4.046 0.120 0.822 -0.22 -0.04 0.10 -0.9465
H 0.866 4.208 2.182 -0.05 -0.06 -0.05 0.2056
Sn -0.463 0.371 -0.239 1.10 -1.27 -2.53 1.7243
H -1.309 -1.857 2.729 -0.20 0.21 -0.10 0.2657
H -1.830 -3.698 -6.113 0.10 0.23 0.31 0.1972
H 2.807 -1.002 5.694 -0.09 -0.04 -0.26 0.2155
H -4.366 0.259 -0.222 0.19 -0.06 0.32 0.2679
H -1.314 2.131 2.592 -0.01 0.19 0.09 0.1303
H 2.485 2.675 0.288 0.09 -0.19 -0.27 0.2504
H 3.951 -2.436 4.021 -0.31 0.26 -0.14 0.2131
H 0.912 0.457 5.015 0.10 -0.01 -0.12 0.2142
H -1.920 -0.243 3.167 -0.11 -0.28 -0.20 0.2502
C -2.160 -1.171 2.628 -0.31 -0.14 0.23 -0.9550
C 1.187 -0.884 0.598 -0.20 -0.03 -0.21 -0.4208
H -3.202 -2.238 -0.958 0.23 0.05 0.24 0.2828
C 1.422 -0.147 4.269 -0.15 0.09 -0.80 -0.2253
C -2.416 -1.858 -5.116 0.52 -0.25 0.37 -0.1923
H -3.467 -3.019 0.639 0.17 0.18 -0.15 0.2366
C 0.963 3.321 -2.383 0.08 0.16 -0.14 -0.9494
H 1.491 -1.711 -1.356 -0.03 0.03 0.13 0.2337
H 0.282 3.457 3.670 0.00 0.09 -0.07 0.2101
C -0.670 -3.349 -4.312 -0.48 0.07 -0.39 -0.2125
C 1.823 -1.699 -0.322 -0.11 0.40 0.56 -0.2535
H 4.175 -3.225 1.643 -0.22 0.23 0.00 0.2137
P 1.413 1.713 -1.659 -0.58 -0.36 0.42 1.0233
H -3.054 -1.630 3.075 0.26 0.08 -0.02 0.2380
H -3.194 -1.603 -5.836 0.16 -0.14 0.10 0.1967
H 3.277 1.146 -0.201 -0.15 0.23 -0.11 0.2530
O -0.587 2.211 0.681 0.35 -0.41 -0.68 -0.9532
H -1.826 -2.950 -0.080 -0.25 0.24 0.02 0.2709
H -3.909 1.110 1.285 0.00 -0.34 -0.15 0.2531
H 1.833 3.753 -2.904 -0.30 -0.06 0.14 0.2263
H 0.277 -2.821 -2.457 -0.07 0.06 -0.15 0.1766
H -0.082 -4.264 -4.447 -0.22 0.30 0.15 0.1972
C 3.348 -2.565 1.371 -0.03 -0.09 -0.67 -0.1958
C -1.775 4.009 1.655 -0.47 0.31 0.30 -0.6249
C -0.815 2.859 1.925 -0.40 -1.09 -0.41 0.1166
C 2.914 -2.516 0.062 0.09 -0.02 0.38 -0.2006
H 0.629 4.002 -1.586 0.10 -0.26 -0.25 0.2516
C 0.471 3.279 2.607 0.33 0.38 0.06 -0.6329
H 0.241 0.594 2.634 0.15 -0.23 0.09 0.2097
H 1.299 0.619 -3.803 0.15 -0.03 0.25 0.2750
C 1.036 -0.088 2.938 -0.09 0.04 0.88 -0.2205
```
Forces are in eV/Å.

Its LUMO energy is 0.34 eV. The calculation puts the energy at -2001.735501 Eh. Its gap between HOMO and LUMO is 5.72 eV. As for the HOMO energy: -5.387 eV.

***

Q: Among the records above, which one has the highest gap between HOMO and LUMO?
A: C5H13ClNPS

***

Q: Which value of gap between HOMO and LUMO does entry 3 give?
A: 5.72 eV

***

Q: The lowest gap between HOMO and LUMO belongs to which entry?
A: C25H37NOP2Sn